Entry 1:
The following is a quantum chemistry calculation of the ion C4H7O3 with charge -1 in a non-equilibrium geometry, from the OMol25 dataset.

Its HOMO energy is -4.1 eV. The HOMO-LUMO gap comes out at 0.282 Ha. The LUMO energy is 3.60 eV. Its multiplicity is 1. The molecular weight comes out at 103.10 g/mol. The largest force on an atom is 1.22 eV/Å. As for the charge: -1. The value obtained for the energy is -10405.3341 eV. The energy above the lowest of the compared OMol25 structures with the same formula, charge and spin is 51.8 kJ/mol.

XYZ file:
```
14
C4H7O3 | the OMol25 dataset | ωB97M-V/def2-TZVPD
O 0.850 0.109 2.517
C 0.074 0.972 2.040
O -0.652 1.792 2.639
C 0.057 1.036 0.488
C -0.390 -0.314 -0.124
C 0.389 -0.651 -1.372
O -0.242 -1.712 -2.144
H -0.646 1.808 0.190
H 1.070 1.257 0.141
H -0.187 -1.042 0.664
H -1.455 -0.290 -0.356
H 0.348 0.206 -2.049
H 1.431 -0.900 -1.167
H -0.648 -2.271 -1.468
```

Entry 2:
The following is a quantum chemistry calculation of a cluster of 2 separate species, C4H7O3 in total, from the OMol25 dataset.

Its HOMO energy is -4.2 eV. The HOMO-LUMO gap comes out at 0.304 Ha. The LUMO energy is 4.04 eV. Its multiplicity is 1. The molecular weight comes out at 103.10 g/mol. The largest force on an atom is 1.00 eV/Å. As for the charge: -1. The value obtained for the energy is -10404.4710 eV. The energy above the lowest of the compared OMol25 structures with the same formula, charge and spin is 135.1 kJ/mol.

XYZ file:
```
14
C4H7O3 | the OMol25 dataset | ωB97M-V/def2-TZVPD
C -0.802 -2.109 -1.370
C 0.377 -1.840 -0.826
O 1.126 -2.790 -0.128
H -1.506 -1.296 -1.474
H -1.103 -3.118 -1.642
H 0.820 -0.856 -0.773
H 1.497 -2.311 0.616
O -0.633 0.946 -0.500
C 0.209 1.313 0.358
O 1.345 0.836 0.566
C -0.241 2.557 1.148
H 0.580 3.056 1.678
H -0.662 3.287 0.453
H -1.007 2.325 1.895
```

Entry 3:
The following is a quantum chemistry calculation of a structure of composition C4H7O3Y in a non-equilibrium geometry, from the OMol25 dataset.

Its HOMO energy (spin up / spin down) is -11.1 / -13.6 eV. As for the expectation value of S²: 0.751. The HOMO-LUMO gap (spin up / spin down) comes out at 0.245 / 0.313 Ha. The LUMO energy (spin up / spin down) is -4.43 / -5.08 eV. Its multiplicity is 2. The molecular weight comes out at 192.00 g/mol. The largest force on an atom is 2.52 eV/Å. As for the charge: +1. The value obtained for the energy is -11437.8827 eV. The energy above the lowest of the compared OMol25 structures with the same formula, charge and spin is 83.3 kJ/mol.

XYZ file:
```
15
C4H7O3Y | the OMol25 dataset | ωB97M-V/def2-TZVPD
H -2.995 0.102 -0.982
O 0.438 0.411 1.450
C -0.283 -0.005 0.434
O 0.147 -0.989 -0.188
Y -0.626 -1.203 -2.466
O -1.445 0.546 0.269
C -1.948 0.411 -1.120
H -1.982 1.446 -1.493
C 0.663 1.816 1.685
H 0.377 2.387 0.793
H 0.011 2.134 2.509
C 2.121 2.007 2.020
H 2.495 1.191 2.652
H 2.730 2.054 1.108
H 2.236 2.953 2.567
```

Entry 4:
The following is a quantum chemistry calculation of a cluster of 2 separate species, C4H7O4PS in total in a non-equilibrium geometry, from the OMol25 dataset.

Its HOMO energy is -9.4 eV. The HOMO-LUMO gap comes out at 0.361 Ha. The LUMO energy is 0.45 eV. Its multiplicity is 1. The molecular weight comes out at 182.14 g/mol. The largest force on an atom is 5.69 eV/Å. The value obtained for the energy is -32571.6662 eV. The energy above the lowest of the compared OMol25 structures with the same formula, charge and spin is 197.1 kJ/mol.

XYZ file:
```
17
C4H7O4PS | the OMol25 dataset | ωB97M-V/def2-TZVPD
C 2.161 1.682 1.027
C -0.783 -0.097 0.576
C -2.364 0.784 -1.070
C -0.062 -1.266 1.043
O -0.664 0.968 1.086
O 2.261 -2.102 0.210
O 1.077 -0.403 -1.324
O -1.641 -0.406 -0.385
P 3.450 1.112 0.348
S 0.953 -1.873 -0.459
H 1.216 1.913 1.269
H 1.918 -0.434 -1.734
H -1.928 1.744 -0.680
H -3.480 0.736 -0.947
H -2.046 0.662 -2.191
H -0.777 -2.011 1.430
H 0.708 -1.009 1.801
```

Entry 5:
The following is a quantum chemistry calculation of a cluster of 2 separate species, C4H7O4S in total in a non-equilibrium geometry, from the OMol25 dataset.

Its HOMO energy is -5.2 eV. The HOMO-LUMO gap comes out at 0.327 Ha. The LUMO energy is 3.66 eV. Its multiplicity is 1. The molecular weight comes out at 151.16 g/mol. The largest force on an atom is 7.06 eV/Å. As for the charge: -1. The value obtained for the energy is -23285.1280 eV. The energy above the lowest of the compared OMol25 structures with the same formula, charge and spin is 248.4 kJ/mol.

XYZ file:
```
16
C4H7O4S | the OMol25 dataset | ωB97M-V/def2-TZVPD
C -0.061 1.376 -0.127
C 0.814 0.296 -0.726
C 1.151 -1.924 0.030
C 1.531 -0.616 0.083
O -1.969 -0.421 0.933
O -2.413 0.366 -1.322
O -3.254 1.729 0.492
O 1.137 1.667 -0.727
S -2.819 0.323 0.097
H -1.049 1.491 -0.588
H -0.220 1.282 0.924
H 0.241 -0.084 -1.570
H -4.110 -0.385 0.087
H 1.630 -2.637 0.713
H 0.310 -2.226 -0.643
H 2.187 -0.103 0.775
```

Entry 6:
The following is a quantum chemistry calculation of an isolated molecule of C4H7P in a non-equilibrium geometry, from the OMol25 dataset.

Its HOMO energy is -8.1 eV. The HOMO-LUMO gap comes out at 0.273 Ha. The LUMO energy is -0.65 eV. Its multiplicity is 1. The molecular weight comes out at 86.07 g/mol. The largest force on an atom is 5.40 eV/Å. The value obtained for the energy is -13547.0534 eV. The energy above the lowest of the compared OMol25 structures with the same formula, charge and spin is 214.2 kJ/mol.

XYZ file:
```
12
C4H7P | the OMol25 dataset | ωB97M-V/def2-TZVPD
C 0.049 0.474 1.944
C 0.014 -0.579 1.075
C 0.083 -0.440 -0.331
C -0.065 0.789 -1.139
P 0.261 -2.056 -1.185
H -0.033 0.192 2.954
H 0.226 1.456 1.592
H -0.022 -1.705 1.525
H 0.923 1.444 -1.421
H -0.471 0.472 -2.100
H -0.932 1.393 -0.610
H -0.032 -1.440 -2.303
```

The lowest largest force on an atom belongs to which entry?
number 2

Which value of molecular weight does entry 2 give?
103.10 g/mol

What is the formula in the first record?
C4H7O3

Repeat the third record exactly.
The following is a quantum chemistry calculation of a structure of composition C4H7O3Y in a non-equilibrium geometry, from the OMol25 dataset.

Its HOMO energy (spin up / spin down) is -11.1 / -13.6 eV. As for the expectation value of S²: 0.751. The HOMO-LUMO gap (spin up / spin down) comes out at 0.245 / 0.313 Ha. The LUMO energy (spin up / spin down) is -4.43 / -5.08 eV. Its multiplicity is 2. The molecular weight comes out at 192.00 g/mol. The largest force on an atom is 2.52 eV/Å. As for the charge: +1. The value obtained for the energy is -11437.8827 eV. The energy above the lowest of the compared OMol25 structures with the same formula, charge and spin is 83.3 kJ/mol.

XYZ file:
```
15
C4H7O3Y | the OMol25 dataset | ωB97M-V/def2-TZVPD
H -2.995 0.102 -0.982
O 0.438 0.411 1.450
C -0.283 -0.005 0.434
O 0.147 -0.989 -0.188
Y -0.626 -1.203 -2.466
O -1.445 0.546 0.269
C -1.948 0.411 -1.120
H -1.982 1.446 -1.493
C 0.663 1.816 1.685
H 0.377 2.387 0.793
H 0.011 2.134 2.509
C 2.121 2.007 2.020
H 2.495 1.191 2.652
H 2.730 2.054 1.108
H 2.236 2.953 2.567
```